Here is C18H47BeClN4O4S2Si4Te as an isolated structure from OMol25. Energies are from wB97M-V/def2-TZVPD.

Orbital gap, eV: 6.85
E_HOMO, eV: -6.63
Strongest force on any atom, eV/A: 0.5
Multiplicity: 1

CARTESIAN COORDINATES (ANGSTROEM)
H -0.31787 4.76140 1.08729
C -1.25042 -1.01625 3.46179
H 1.17509 -7.47281 -1.60698
O -1.24915 -3.52753 0.53973
H 3.39916 2.94631 -3.08626
H 0.11345 0.53765 1.30065
H 0.21372 3.82457 -5.09152
H 1.91043 6.59778 -1.55540
C -1.26939 4.26883 0.89137
H 2.40853 -2.95046 5.87636
H -1.96969 -0.45275 2.86127
H -1.86116 4.29887 1.80851
N 1.36658 -4.64950 -0.12642
C -0.07325 1.55683 1.64435
H -2.98072 4.32842 -2.32325
H 2.59012 -0.37420 3.14955
O -3.09938 -2.08742 0.23431
C 2.96158 3.94331 -3.07109
H 0.63604 -1.44324 5.09571
H -2.48543 -2.77841 3.55568
H -0.96788 -6.01913 0.01927
O -2.17118 -3.25859 -1.61215
C -0.40104 2.92518 -5.05933
H 0.89491 2.01326 1.84785
H -3.22897 1.34023 -2.71161
H 2.16283 4.27625 0.82713
H -0.22487 -7.57022 0.44740
H 0.81338 -5.56729 1.64366
H 3.66936 4.49795 -0.06742
Si -1.02065 2.49302 0.32925
Te 1.46078 0.43916 -2.16610
H -3.20331 1.51689 -4.46934
S 1.87005 -1.51575 0.95949
N -0.27245 -1.57031 2.53327
H 3.54632 -2.30436 4.69178
H 0.30294 -5.31145 -3.04238
H 1.97703 -6.48388 0.68036
Si 0.13200 2.48537 -1.69804
C 1.66036 -1.24159 4.79605
H -1.27789 -2.69695 4.83748
C 1.07892 -5.86102 0.62800
C 1.05445 -4.47780 -1.40151
H 0.63453 6.10235 -2.66541
Be 0.58399 -1.36551 -0.95781
C 2.73751 3.93024 -0.03271
Si -1.36212 2.81228 -3.45611
H -3.20205 1.65066 1.13401
H 1.64749 -3.80984 0.37483
H 2.04176 -0.47194 5.46844
C 2.49366 -2.50912 4.88454
Cl -1.92970 -2.62760 -0.36585
N 0.58398 -5.51599 -2.09699
H 2.15487 -3.24390 4.15283
C 0.30376 -6.81771 -1.50830
H -0.74779 -0.30283 4.11010
H -1.07891 2.94572 -5.91477
S 1.24167 -2.97543 -2.22508
H -2.71135 -1.66210 4.89963
C -2.71002 1.69552 0.15955
C 1.09041 5.89005 -1.69860
N 1.66691 -0.66466 3.44744
O -1.00172 -1.45454 -0.58415
C -2.57804 1.39472 -3.58204
C -1.96933 -2.10402 4.23750
C 1.01058 -1.26321 2.41138
H -0.63593 -2.18049 1.80946
H 0.26253 2.06695 -5.16541
H -3.35178 2.26313 -0.51335
H -0.51968 -7.26672 -2.06146
H -0.64305 1.51739 2.57590
H 0.34404 6.07791 -0.92928
H -2.92436 4.64973 -4.05595
H -2.63491 0.68100 -0.23378
H -1.64543 5.25164 -2.99982
H -2.05428 0.44174 -3.66331
H 2.98504 2.88048 0.12669
H -1.79312 4.85256 0.13413
Si 1.77686 4.14202 -1.63417
C -0.05521 -6.61394 -0.04537
C -2.31401 4.41167 -3.18259
H 2.46110 4.09712 -4.02655
H 3.76876 4.67432 -2.98632

Forces on the atoms, in the same order (eV/Å):
H 0.085 0.039 0.033
C -0.026 0.026 -0.047
H -0.029 0.000 0.003
O -0.090 0.086 0.078
H 0.046 -0.071 0.022
H -0.114 0.284 -0.074
H 0.032 0.083 -0.009
H 0.004 0.063 0.001
C -0.019 -0.010 0.018
H 0.018 -0.019 0.055
H -0.002 -0.008 0.023
H -0.035 0.019 0.049
N 0.207 0.223 0.017
C 0.008 0.016 -0.070
H -0.050 -0.010 0.055
H -0.065 0.019 0.038
O 0.179 -0.054 -0.100
C 0.013 0.006 -0.002
H -0.015 -0.008 0.005
H -0.028 -0.027 -0.044
H 0.004 -0.038 0.022
O -0.061 0.074 0.115
C 0.014 0.017 -0.021
H 0.074 0.050 0.018
H -0.064 0.004 0.067
H -0.047 0.025 0.059
H 0.038 -0.014 -0.011
H -0.029 0.001 -0.024
H 0.044 0.037 0.028
Si -0.028 -0.007 -0.092
Te 0.116 0.002 -0.128
H -0.037 -0.015 -0.027
S 0.017 -0.129 -0.087
N 0.215 -0.382 0.135
H 0.033 0.013 -0.021
H -0.015 -0.001 0.054
H -0.021 0.003 0.026
Si -0.120 0.097 0.010
C -0.082 0.125 0.039
H 0.029 0.005 0.022
C -0.043 -0.025 0.008
C -0.201 -0.033 -0.038
H -0.023 0.008 -0.079
Be 0.103 -0.431 0.143
C 0.021 0.018 -0.001
Si 0.038 0.024 0.058
H -0.060 -0.013 0.044
H -0.030 -0.122 -0.085
H -0.017 -0.046 0.023
C 0.003 -0.029 -0.004
Cl 0.206 0.072 -0.180
N 0.094 0.085 -0.069
H -0.027 -0.017 -0.003
C -0.007 -0.031 0.022
H -0.030 -0.002 -0.008
H -0.015 0.005 -0.052
S 0.094 0.039 0.111
H -0.044 0.012 0.035
C 0.031 -0.058 -0.002
C 0.046 0.013 -0.015
N 0.114 -0.196 -0.251
O -0.332 0.133 0.133
C 0.012 -0.045 -0.041
C 0.027 -0.027 0.039
C -0.044 0.091 0.116
H -0.024 0.072 -0.028
H 0.024 -0.072 -0.019
H -0.061 0.073 -0.032
H 0.001 0.009 0.018
H 0.031 0.050 0.016
H -0.061 0.007 0.085
H -0.045 0.022 -0.032
H 0.007 -0.046 0.026
H 0.066 0.075 -0.005
H 0.047 -0.053 -0.019
H 0.035 -0.079 -0.014
H -0.053 0.038 -0.053
Si -0.020 -0.064 0.033
C -0.028 -0.012 -0.001
C -0.045 -0.025 -0.021
H -0.037 0.030 -0.067
H 0.045 0.023 -0.025

Here are the Löwdin charges for atoms 1 to 6, given in e:
1. H 0.01
2. C -0.23
3. H 0.12
4. O -0.34
5. H 0.00
6. H -0.02


Here is C5H7NaO3 as an isolated structure from OMol25. Energies are from wB97M-V/def2-TZVPD.

Charge: +1
Orbital gap (spin up / spin down), eV: 7.64 / 9.29
E_HOMO (spin up / spin down), eV: -11.81 / -13.47
Strongest force on any atom, eV/A: 3.5
Multiplicity: 2
<S²>: 0.756

CARTESIAN COORDINATES (ANGSTROEM)
C -0.07864 -0.24011 -2.07379
H -0.60920 -0.18878 -3.02549
H -1.36801 -1.69134 -1.18029
H 0.95177 0.11434 -2.03330
H 0.26338 -1.26754 -0.23287
C -0.82923 0.39962 0.81184
H -0.81430 -0.30002 1.66110
Na 4.16724 0.02747 2.98702
O 1.63194 -0.55192 1.18407
O 0.20771 1.18246 0.75817
O 2.25509 1.53943 1.65233
C 1.47062 0.67735 1.29886
H -1.97584 1.17884 -0.79965
H -2.71730 -0.29677 0.12879
C -1.84445 0.26624 -0.21122
C -0.71078 -0.84927 -0.92556

Forces on the atoms, in the same order (eV/Å):
C 0.253 0.321 -0.803
H 0.161 0.112 0.304
H 0.198 0.240 0.288
H -0.394 -0.063 0.008
H -3.097 1.234 -1.123
C 0.774 -0.466 0.458
H -0.147 0.064 -0.443
Na -0.646 0.313 -0.540
O -0.737 0.589 0.408
O -1.854 0.019 -0.684
O -0.287 0.293 0.537
C 2.174 -1.348 -0.076
H -0.120 -0.610 -0.226
H 0.187 0.377 -0.271
C 1.854 0.144 1.077
C 1.680 -1.217 1.087

Here are the Löwdin charges for atoms 1 to 6, given in e:
1. C 0.04
2. H 0.08
3. H 0.12
4. H 0.07
5. H 0.18
6. C -0.10


Computed total energy, in the same sequence as the records: -3931.37009 -582.42288 hartree.
Computed ΔE to the lowest compared entry with this formula, charge and spin, in the same sequence as the records: 0.0 0.0 kJ/mol.